Record 1
The following is a quantum chemistry calculation of a 2-piece molecular cluster, C4H13NO overall in a non-equilibrium geometry, from OMol25.

Element x y z (Å)
C: -1.96917 -0.82418 1.57654
C: -2.17661 -0.77345 -0.00345
N: 4.57033 -1.26179 0.18320
H: -0.92717 -1.02720 2.00203
H: -2.69007 -0.10092 2.02589
H: -2.50372 -1.71012 1.92927
H: -3.20086 -0.73316 -0.26416
H: -1.91400 -1.67291 -0.47140
H: 4.14671 -0.35389 0.03550
H: 4.15384 -1.99056 -0.34768
H: 4.36165 -1.42442 1.14901
C: -0.42523 1.04132 -1.18901
O: -1.53714 0.39625 -0.54115
C: 0.75779 1.65448 -0.24576
H: -0.83618 2.08530 -1.48081
H: -0.29166 0.55158 -2.17808
H: 1.65378 1.18986 -0.50758
H: 0.31854 1.56215 0.70689
H: 0.91323 2.69775 -0.38203

## Properties
⟨S²⟩: 0.755
Total charge: +1
Frontier orbital gap (alpha / beta) (eV): 9.57 / 3.65
Relative energy (zero: lowest compared OMol25 entry of this formula, charge and spin) (eV): 3.739
2S+1: 2
E_HOMO (alpha / beta) (eV): -12.5756 / -12.5727
E (eV): -7884.35560

natural (NBO) charges, unit e, in atom order: atom 1 (C): -0.6553, atom 2 (C): -0.0751, atom 3 (N): -1.0527, atom 4 (H): 0.2618, atom 5 (H): 0.2546, atom 6 (H): 0.2636, atom 7 (H): 0.2613, atom 8 (H): 0.2152, atom 9 (H): 0.3429, atom 10 (H): 0.3593, atom 11 (H): 0.3538, atom 12 (C): -0.0954, atom 13 (O): -0.1819, atom 14 (C): -0.5408, atom 15 (H): 0.3072, atom 16 (H): 0.2400, atom 17 (H): 0.2506, atom 18 (H): 0.2443, atom 19 (H): 0.2465

***

Record 2
The following is a quantum chemistry calculation of a 9-piece molecular cluster, H16NO11 overall in a non-equilibrium geometry, from OMol25.

Element x y z (Å)
N: 17.02283 16.28439 10.14865
O: 17.60118 15.17576 10.17906
O: 15.87863 16.26633 10.66020
O: 17.14585 16.90215 9.08319
O: 18.47324 16.04698 6.55898
H: 18.20546 16.43664 7.38086
H: 17.81777 16.39194 5.98749
O: 18.41030 13.42151 12.00831
H: 17.61361 13.46866 12.57466
H: 18.20275 13.92504 11.24754
O: 15.57512 15.26112 13.23433
H: 15.96794 15.70571 12.49867
H: 14.75488 15.74478 13.31094
O: 14.50000 15.01080 8.37185
H: 14.81488 14.37085 9.04050
H: 14.74321 15.85686 8.76293
O: 18.19420 13.77978 8.08499
H: 17.93902 14.31832 8.89270
H: 18.53193 14.47408 7.50043
O: 15.14103 18.44305 8.08681
H: 16.00643 18.06727 8.31839
H: 14.74393 18.97869 8.73634
O: 15.17722 13.53813 10.57002
H: 14.52469 13.69374 11.35729
H: 15.70753 14.36695 10.63379
O: 13.26745 16.86345 10.54351
H: 14.07592 16.55181 10.85565
H: 12.62437 16.15074 10.41202

## Properties
Total charge: -1
Frontier orbital gap (eV): 8.99
Relative energy (zero: lowest compared OMol25 entry of this formula, charge and spin) (eV): 2.097
E_HOMO (eV): -6.8218
E (eV): -24270.50166

natural (NBO) charges, unit e, in atom order: atom 1 (N): 0.7287, atom 2 (O): -0.5289, atom 3 (O): -0.5834, atom 4 (O): -0.4974, atom 5 (O): -0.9504, atom 6 (H): 0.4884, atom 7 (H): 0.4701, atom 8 (O): -0.9643, atom 9 (H): 0.4657, atom 10 (H): 0.4847, atom 11 (O): -0.9592, atom 12 (H): 0.4839, atom 13 (H): 0.4598, atom 14 (O): -0.9767, atom 15 (H): 0.4826, atom 16 (H): 0.4699, atom 17 (O): -0.9906, atom 18 (H): 0.4667, atom 19 (H): 0.4743, atom 20 (O): -0.9863, atom 21 (H): 0.4954, atom 22 (H): 0.4701, atom 23 (O): -0.9583, atom 24 (H): 0.4717, atom 25 (H): 0.4874, atom 26 (O): -0.9584, atom 27 (H): 0.4804, atom 28 (H): 0.4741

***

Record 3
The following is a quantum chemistry calculation of F2O2S as an isolated structure in a non-equilibrium geometry, from OMol25.

Element x y z (Å)
O: -0.45774 -0.95274 1.29341
O: 0.29456 1.37029 -0.42439
F: -1.01988 1.40010 -0.66205
F: 1.24601 -1.49542 -0.35220
S: -0.18934 -0.76282 -0.06513

## Properties
Frontier orbital gap (alpha / beta) (eV): 8.91 / 8.92
Relative energy (zero: lowest compared OMol25 entry of this formula, charge and spin) (eV): 5.368
E_HOMO (alpha / beta) (eV): -10.8199 / -10.8211
E (eV): -20359.35937

natural (NBO) charges, unit e, in atom order: atom 1 (O): -0.7773, atom 2 (O): -0.2994, atom 3 (F): -0.1813, atom 4 (F): -0.4910, atom 5 (S): 1.7490

***

Record 4
The following is a quantum chemistry calculation of an isolated ion of composition C5H12NO and charge -1 in a non-equilibrium geometry, from OMol25.

Element x y z (Å)
C: 1.94450 0.48841 -0.22731
C: 0.63671 -0.03530 0.37814
C: 0.12850 0.79415 1.53777
C: -0.36234 -0.31331 -0.76462
N: -0.63744 0.85004 -1.54279
C: -1.49180 -1.33096 -0.20385
O: -1.02132 -2.25819 0.59124
H: 2.28497 -0.19015 -1.00980
H: 2.70190 0.56462 0.55856
H: 1.77139 1.47404 -0.66338
H: 0.77191 -1.04813 0.75902
H: -0.80458 0.39176 1.93034
H: 0.81816 0.79933 2.38969
H: 0.02567 1.86399 1.31664
H: 0.14750 -1.08021 -1.38698
H: -1.27880 0.79561 -0.61546
H: -1.35432 0.52922 -2.21062
H: -2.25080 -0.64186 0.29385
H: -2.02981 -1.65306 -1.13043

## Properties
Total charge: -1
Frontier orbital gap (eV): 6.78
Relative energy (zero: lowest compared OMol25 entry of this formula, charge and spin) (eV): 1.902
E_HOMO (eV): -2.6402
E (eV): -8915.16169

natural (NBO) charges, unit e, in atom order: atom 1 (C): -0.6004, atom 2 (C): -0.2580, atom 3 (C): -0.6219, atom 4 (C): -0.1659, atom 5 (N): -0.8381, atom 6 (C): 0.0087, atom 7 (O): -0.9195, atom 8 (H): 0.2002, atom 9 (H): 0.1795, atom 10 (H): 0.1992, atom 11 (H): 0.2572, atom 12 (H): 0.2254, atom 13 (H): 0.1902, atom 14 (H): 0.1822, atom 15 (H): 0.1487, atom 16 (H): 0.3886, atom 17 (H): 0.3278, atom 18 (H): 0.0310, atom 19 (H): 0.0651

***

Record 5
The following is a quantum chemistry calculation of one molecule with the formula C8H19ClO3Si in a non-equilibrium geometry, from OMol25.

Element x y z (Å)
C: -0.12057 2.53854 -1.55639
C: -0.99044 1.27985 -1.46538
O: -0.24573 0.10162 -1.29970
Si: 0.40485 -0.27836 0.17734
C: 2.21221 -0.87499 0.08614
C: 2.70611 -0.93441 -1.34586
Cl: 4.44672 -1.00777 -1.27095
O: 0.54591 1.17937 0.98678
C: -0.06693 1.31540 2.23232
C: -1.31620 2.11898 2.11543
O: -0.46466 -1.43184 1.05874
C: -0.67512 -2.66767 0.43994
C: -1.77672 -2.74664 -0.63694
H: 0.44080 2.63627 -0.61583
H: 0.61990 2.45086 -2.35070
H: -0.75013 3.41071 -1.74213
H: -1.65087 1.33463 -0.59573
H: -1.60749 1.16826 -2.33334
H: 2.22359 -1.82712 0.64175
H: 2.81429 -0.18410 0.66041
H: 2.29283 -1.78626 -1.88640
H: 2.41698 -0.03662 -1.87073
H: -0.26946 0.31027 2.62611
H: 0.61245 1.76559 2.94355
H: -2.01475 1.65802 1.40095
H: -1.18634 3.17282 1.91081
H: -1.88259 2.09560 3.06444
H: -0.91854 -3.37033 1.24262
H: 0.27469 -3.06847 0.05645
H: -2.71817 -2.51022 -0.15526
H: -1.53853 -2.04944 -1.43167
H: -1.81808 -3.76257 -1.08676

## Properties
Frontier orbital gap (eV): 10.76
Relative energy (zero: lowest compared OMol25 entry of this formula, charge and spin) (eV): 0.319
E_HOMO (eV): -9.8599
E (eV): -35149.92570

natural (NBO) charges, unit e, in atom order: atom 1 (C): -0.6485, atom 2 (C): -0.0451, atom 3 (O): -0.9253, atom 4 (Si): 2.3283, atom 5 (C): -0.9423, atom 6 (C): -0.3805, atom 7 (Cl): -0.0609, atom 8 (O): -0.9122, atom 9 (C): -0.0663, atom 10 (C): -0.6297, atom 11 (O): -0.8982, atom 12 (C): -0.0615, atom 13 (C): -0.6403, atom 14 (H): 0.2379, atom 15 (H): 0.2070, atom 16 (H): 0.2122, atom 17 (H): 0.1598, atom 18 (H): 0.1784, atom 19 (H): 0.2369, atom 20 (H): 0.2562, atom 21 (H): 0.2137, atom 22 (H): 0.2155, atom 23 (H): 0.1788, atom 24 (H): 0.1743, atom 25 (H): 0.2016, atom 26 (H): 0.2137, atom 27 (H): 0.2134, atom 28 (H): 0.1792, atom 29 (H): 0.1545, atom 30 (H): 0.2108, atom 31 (H): 0.2224, atom 32 (H): 0.2164

***

Record 6
The following is a quantum chemistry calculation of a 5-piece molecular cluster, C2H13NO4 overall in a non-equilibrium geometry, from OMol25.

Element x y z (Å)
C: -1.16407 1.53379 -0.48919
C: -0.14590 1.38946 0.37495
N: -0.13999 0.59925 1.50406
H: -2.10047 1.12883 -0.09254
H: -1.18092 1.48350 -1.56818
H: 0.80800 1.87259 0.19556
H: -1.00718 0.13058 1.72474
H: 0.68589 0.06142 1.68379
O: -4.84572 -2.17363 -0.21442
H: -4.62247 -1.27068 0.02812
H: -4.02773 -2.61783 -0.44836
O: -2.35516 -1.32489 2.75874
H: -2.71122 -1.75684 1.97438
H: -2.97816 -0.58013 2.84332
O: 5.59954 -2.78140 -2.83901
H: 6.41962 -2.41912 -3.17062
H: 5.04203 -3.23760 -3.46548
O: 2.77540 3.55581 -0.78652
H: 1.82415 3.45405 -0.82194
H: 3.14927 3.50104 0.09113

## Properties
Frontier orbital gap (eV): 8.40
Relative energy (zero: lowest compared OMol25 entry of this formula, charge and spin) (eV): 2.266
E_HOMO (eV): -8.1985
E (eV): -11963.20081

natural (NBO) charges, unit e, in atom order: atom 1 (C): -0.5770, atom 2 (C): 0.0579, atom 3 (N): -0.8289, atom 4 (H): 0.1575, atom 5 (H): 0.2270, atom 6 (H): 0.1706, atom 7 (H): 0.3892, atom 8 (H): 0.3919, atom 9 (O): -0.9362, atom 10 (H): 0.4671, atom 11 (H): 0.4703, atom 12 (O): -0.9297, atom 13 (H): 0.4678, atom 14 (H): 0.4697, atom 15 (O): -0.9622, atom 16 (H): 0.4815, atom 17 (H): 0.4807, atom 18 (O): -0.9534, atom 19 (H): 0.4783, atom 20 (H): 0.4780